# C29H31N2O6

A gas-phase ion, C29H31N2O6 (charge -1) in a non-equilibrium geometry (ωB97M-V/def2-TZVPD, the OMol25 dataset).

Element x y z (Å)
O -4.07393 -2.08850 -2.42499
O -2.98090 -2.93692 0.53555
O -3.11944 -2.29407 -4.40523
O -3.31741 1.06611 -1.87014
O -4.85210 0.49843 -0.32780
O -4.62061 -1.47893 0.92479
N -1.80093 -1.42508 -2.73073
N 1.86874 -4.50124 1.62686
C -0.94583 -1.40813 -3.96293
C 0.53884 0.70338 -3.87114
C -0.46909 -1.71951 0.89548
C -1.83692 -2.08464 -4.99721
C -3.08414 -1.91819 -3.11119
C 0.23353 1.80959 -3.08134
C 2.22520 -4.31069 3.02369
C 2.80626 -5.34459 0.89263
C 1.26226 2.49205 -2.43466
C 0.33825 -2.61605 3.15998
C -6.49471 -0.04500 1.37300
C 1.01076 -3.64315 -0.44848
C 1.70537 -4.68330 -1.24323
C 1.01384 -3.84809 3.81069
C 0.31041 -2.60556 1.65459
C -0.58781 -0.02114 -4.55552
C 1.07034 -3.59565 0.96823
C 1.86085 0.27653 -4.04336
C -5.00578 -0.09191 0.98727
C -4.21806 0.67625 2.03853
C -1.56872 -0.99795 -1.36060
C 2.88653 0.96304 -3.39243
C -2.88918 -0.87742 -0.65221
C -3.68119 0.28990 -1.00664
C -3.43755 -1.83274 0.28605
C 0.26042 -2.72227 -1.16134
C 2.58925 2.08122 -2.60694
C -0.58121 -1.83128 -0.51339
C 2.18827 -5.85377 -0.39349
H -1.04876 -0.97553 1.43537
H 0.21081 -2.78389 -2.24146
H 2.54832 -4.21050 -1.77415
H 1.34196 -3.61774 4.83265
H 3.07338 -6.17957 1.55252
H 3.91374 0.61814 -3.51272
H -1.42615 -3.03655 -5.36014
H -7.10260 -0.60170 0.65622
H 0.29051 -4.67147 3.88084
H 1.33156 -6.49916 -0.16241
H -6.84416 0.99176 1.40504
H -0.68438 -2.55117 3.55759
H -1.52695 0.56853 -4.56104
H 1.01072 3.33727 -1.80027
H -4.36097 0.20037 3.01875
H 0.87372 -1.72212 3.51711
H -6.63595 -0.47899 2.36864
H -0.28440 -0.22628 -5.60255
H 1.01972 -5.04958 -2.02174
H -4.60341 1.70376 2.09274
H 2.60309 -5.27327 3.39969
H 2.92747 -6.43521 -0.94870
H -0.02968 -2.00435 -3.83427
H -0.81398 2.10829 -2.98832
H -1.16406 0.04097 -1.35350
H 3.72138 -4.76544 0.66530
H -3.15185 0.70187 1.78874
H 3.03821 -3.56114 3.11689
H 2.06282 -0.57982 -4.69449
H -1.96908 -1.48303 -5.90824
H 3.39193 2.62608 -2.11116

Computed properties:
lowest unoccupied orbital energy	0.098	Ha
ΔE to the lowest compared entry with this formula, charge and spin	0.0	kcal per mole
SMILES string	CC1(C)OC(=O)C([C@@H](c2cc3c4c(c2)CCCN4CCC3)N2C(=O)OC[C@H]2Cc2ccccc2)=C([O-])O1
orbital gap	5.975	eV
net charge	-1
energy	-1684.73247	Eh

Atom charges from the natural (NBO) analysis, given in e for atoms 1 to 2:
1 O -0.60
2 O -0.68

---

# C29H31N6OPtS5

A molecular structure, C29H31N6OPtS5 in a non-equilibrium geometry (ωB97M-V/def2-TZVPD, the OMol25 dataset).

Element x y z (Å)
Pt 0.59084 0.94539 -0.16788
S -1.50349 -0.31055 -0.45343
S -3.53849 1.99790 -0.77225
S 0.82156 1.14381 2.17823
S -0.37344 3.01558 -0.51972
S -6.17916 3.01027 0.12309
O 1.49447 -5.64774 -0.64502
N -4.87126 0.77326 0.99134
N 0.48415 -3.37001 0.64168
N 1.26253 -1.15521 -0.12796
N 1.35581 1.31305 -2.41511
N -3.74382 0.05198 0.86961
N 2.90221 1.14490 0.01608
C 3.21408 2.58322 0.21240
C -5.78070 0.37326 2.03519
C -4.98178 1.89718 0.18586
C -6.06954 -0.50163 4.24877
C 0.26850 5.14643 -3.83497
C 0.52825 -4.84158 -1.29833
C 0.90205 -2.20213 0.22227
C 1.47585 -4.24214 1.31706
C 0.15959 3.43541 -2.13718
C 2.78529 -0.22956 3.45979
C 1.02987 4.30212 -4.63705
C -0.17531 4.70977 -2.60225
C 0.73093 0.19103 -3.16005
C -2.92812 0.53947 -0.00891
C 0.91863 2.60375 -2.92964
C -5.23313 -0.11881 3.21450
C -0.37306 -4.14481 -0.29173
C -7.15333 0.44937 1.86631
C 4.40869 -0.42424 1.23225
C 4.74241 -1.11207 2.39293
C -7.44647 -0.39514 4.10374
C 2.31771 -4.91511 0.24682
C 3.94832 -0.98518 3.52171
C 1.33555 3.03300 -4.18694
C 3.43969 0.60075 -1.23844
C 2.41187 0.39542 2.27534
C 2.83981 1.25565 -2.44778
C 3.26356 0.35492 1.18204
C -7.98101 0.06673 2.91158
H 5.06863 -0.49841 0.37706
H 4.22621 -1.48017 4.44359
H 2.07993 -3.65431 2.00706
H 2.92860 2.87889 1.21733
H 4.28622 2.76290 0.08578
H 1.39115 4.63449 -5.60098
H -9.05426 0.12825 2.78775
H -0.91699 -4.87773 0.30099
H 3.18064 0.70609 -3.32834
H 3.21451 2.27187 -2.52918
H 0.02141 6.14461 -4.17298
H -7.57615 0.78127 0.93228
H 4.52286 0.74528 -1.29615
H 0.92230 0.27309 -4.23319
H -8.10069 -0.67601 4.91966
H -5.64345 -0.87452 5.17121
H 3.01720 -5.62279 0.68494
H 2.88342 -4.14834 -0.30201
H -0.04501 -5.50111 -1.94500
H 2.13139 -0.14704 4.32130
H -4.15821 -0.19539 3.30268
H -0.77698 5.35116 -1.96721
H -0.34245 0.19504 -2.98968
H 5.63055 -1.73081 2.41133
H -1.08332 -3.47636 -0.77427
H 0.91885 -4.99226 1.87534
H 2.65611 3.19324 -0.49547
H 1.02839 -4.08269 -1.91760
H 3.22724 -0.46517 -1.24691
H 1.13814 -0.75356 -2.79683
H 1.92367 2.37282 -4.81649

Computed properties:
lowest unoccupied orbital energy (spin up / spin down)	-0.174 / -0.174	Ha
ΔE to the lowest compared entry with this formula, charge and spin	3.6	kcal per mole
orbital gap (spin up / spin down)	5.127 / 5.132	eV
net charge	+1
energy	-3637.46288	Eh

Atom charges from the Mulliken analysis, given in e for atoms 1 to 2:
1 Pt 3.64
2 S -0.04

---

# C29H32BrF4N4O5STi

A molecular structure, C29H32BrF4N4O5STi in a non-equilibrium geometry (ωB97M-V/def2-TZVPD, the OMol25 dataset).

Element x y z (Å)
Br -0.14838 0.76160 2.42343
Ti 0.65642 0.20180 -0.34696
S 3.36283 -0.10038 -0.12321
F 1.33781 -0.35998 -2.57055
F 2.33455 4.15192 -5.33801
F 1.33311 4.36093 -2.94517
F 2.35278 -0.54214 -5.01705
O -0.88428 -0.39945 -1.16596
O -3.14945 -0.64680 0.21448
O 3.86567 0.76127 -1.15103
O 2.78279 -1.37291 -0.54724
O 2.28603 0.55223 0.72467
N -0.14353 -2.46563 -0.32794
N 0.26173 -1.60271 0.62052
N -1.75450 2.62747 -0.41558
N 0.86913 1.91688 -1.31014
C 1.59484 0.78908 -3.26488
C 3.62031 -4.35623 5.31816
C -0.97315 -1.76578 -1.40143
C -3.40229 3.30062 -2.26976
C -2.36840 -2.32876 -1.34494
C 4.68600 -0.40723 0.99279
C 1.32677 1.99156 -2.60666
C -3.46504 3.83318 1.05747
C 2.11917 0.68069 -4.52009
C -2.35562 2.78914 0.90349
C 1.39004 -0.97270 3.95032
C 0.73772 -0.88293 2.81428
C 3.11307 -3.42527 6.21700
C 2.41463 -2.32071 5.75085
C -4.84611 -3.57380 -1.08784
C 0.49681 -1.94289 1.80232
C -4.58265 -2.40550 -0.38747
C 0.63193 3.13616 -0.53639
C 1.59325 3.11444 -3.39499
C -2.65818 -3.49109 -2.05234
C -0.77157 3.66009 -0.75176
C -3.34818 -1.78209 -0.50873
C 2.74530 -3.05608 3.49064
C 2.11374 3.00976 -4.66855
C 2.19774 -2.13664 4.38624
C -2.65973 2.21529 -1.49057
C 3.44773 -4.16063 3.95463
C 2.39757 1.80573 -5.26716
C -3.88837 -4.12531 -1.93128
H -1.54275 3.04866 1.59227
H -2.33388 -0.22711 -0.10412
H -2.07910 1.62247 -2.19671
H 1.31836 -0.14106 4.64415
H 3.86996 -4.86405 3.24605
H 4.62978 0.32178 1.80179
H -3.38921 1.53264 -1.04444
H -5.81417 -4.05220 -0.98034
H 2.02163 -1.59104 6.45260
H 0.43495 -2.97929 2.12416
H -1.89843 -3.89955 -2.71486
H -3.16254 4.80780 0.66177
H -0.93056 4.56001 -0.14227
H -2.71938 3.93785 -2.83613
H -4.09704 -5.03249 -2.48571
H -5.32530 -1.95820 0.26451
H 4.15773 -5.22577 5.67906
H -0.85810 3.96879 -1.79366
H -2.74072 1.81458 1.22911
H -4.37573 3.52104 0.54427
H -4.07020 2.82267 -2.99414
H 5.61419 -0.29249 0.43415
H 0.75083 2.89695 0.52227
H -0.52528 -2.00494 -2.35521
H 2.65255 -2.89478 2.42105
H 3.26365 -3.55803 7.28127
H -3.71196 3.96342 2.11698
H 1.36087 3.90647 -0.76573
H 4.58760 -1.42141 1.38152
H 2.81147 1.74651 -6.26462
H -4.00659 3.94288 -1.62947
H -0.56264 -3.30833 0.03282

Computed properties:
lowest unoccupied orbital energy (spin up / spin down)	-0.018 / -0.023	Ha
ΔE to the lowest compared entry with this formula, charge and spin	26.8	kcal per mole
<S²>	0.7527
orbital gap (spin up / spin down)	6.920 / 6.861	eV
2S+1	2
energy	-5940.65002	Eh

Atom charges from the Mulliken analysis, given in e for atoms 1 to 2:
1 Br -0.32
2 Ti -0.47

---

- Look up the energy of the second one.
  -3637.46288 Eh

---

- Which of these has the lowest energy?
  C29H32BrF4N4O5STi

---

- Which of these has the highest ΔE to the lowest compared entry with this formula, charge and spin?
  C29H32BrF4N4O5STi